89
Properties=species:S:1:pos:R:3:forces:R:3:mulliken_charge:R:1 method="wB97M-V/def2-TZVPD" multiplicity=1 homo_ev=-12.09 homo_lumo_gap_ev=4.020 lumo_ha=-0.2967 mol_weight_g_mol=1180.60 charge=+2 fmax_ev_per_a=0.41
Pb 1.066 0.146 -0.707 -0.231 0.022 0.259 0.909
C -2.418 -1.246 1.226 -0.164 0.311 -0.024 -0.366
C -2.895 0.092 1.859 0.221 -0.081 -0.015 -0.304
C -2.114 1.347 1.422 0.046 -0.278 -0.116 -1.056
Sb -2.821 1.727 -0.593 -0.029 0.001 -0.136 1.060
C -1.798 3.495 -1.277 -0.126 0.181 -0.105 0.110
C -2.260 4.800 -1.086 0.230 -0.015 0.039 -0.374
C -1.633 5.874 -1.718 -0.031 -0.075 0.095 -0.746
C -0.547 5.661 -2.556 0.014 -0.021 -0.024 -0.580
C -0.092 4.367 -2.781 0.000 0.004 0.053 -0.861
C -0.726 3.299 -2.155 -0.020 0.119 0.122 0.082
C -4.631 2.574 0.144 -0.074 0.057 -0.021 0.875
C -5.842 2.078 -0.342 0.063 0.128 0.068 -0.773
C -7.049 2.577 0.143 0.049 0.044 -0.014 -0.597
C -7.051 3.572 1.111 0.033 -0.025 -0.037 -0.660
C -5.848 4.067 1.605 0.020 -0.030 -0.025 -0.831
C -4.643 3.569 1.127 -0.160 -0.124 -0.039 -0.540
Sb -3.543 -2.495 -0.212 0.083 0.043 0.011 0.766
C -2.872 -1.634 -2.077 -0.011 0.095 -0.043 -0.145
C -3.586 -0.710 -2.841 0.156 -0.043 -0.089 0.275
C -3.054 -0.184 -4.012 0.003 -0.006 -0.008 -0.655
C -1.786 -0.559 -4.441 -0.033 0.035 0.007 -0.589
C -1.071 -1.501 -3.713 0.050 -0.031 0.075 -0.753
C -1.624 -2.043 -2.551 0.003 0.072 -0.009 -0.481
C -5.482 -1.625 -0.099 -0.047 -0.052 -0.007 0.310
C -6.306 -1.681 -1.225 -0.151 0.106 0.158 -0.548
C -7.627 -1.248 -1.150 0.038 0.011 -0.008 -0.663
C -8.139 -0.776 0.053 -0.009 -0.068 -0.043 -0.577
C -7.338 -0.755 1.186 0.086 -0.020 0.033 -0.544
C -6.016 -1.183 1.113 -0.126 -0.030 -0.139 -0.455
H -2.260 -1.977 2.019 0.120 0.027 0.058 0.586
H -1.449 -1.108 0.726 0.049 -0.005 0.005 -0.629
H -2.811 -0.004 2.944 -0.027 -0.010 0.027 0.506
H -3.954 0.269 1.664 -0.035 -0.002 -0.022 -0.109
H -1.030 1.176 1.490 -0.128 -0.024 0.029 0.324
H -2.368 2.203 2.049 0.067 -0.046 0.050 0.549
H -3.113 4.991 -0.444 0.038 -0.016 -0.088 0.407
H -2.002 6.881 -1.558 0.012 -0.081 -0.025 0.430
H -0.075 6.496 -3.060 -0.026 -0.044 0.047 0.414
H 0.731 4.192 -3.466 -0.063 0.005 0.043 0.458
H -0.406 2.288 -2.396 -0.024 -0.103 -0.075 0.382
H -5.855 1.292 -1.092 -0.013 0.046 0.061 0.253
H -7.985 2.182 -0.236 0.083 0.049 0.025 0.503
H -7.990 3.965 1.482 0.046 -0.025 -0.010 0.410
H -5.851 4.840 2.365 -0.003 -0.049 -0.053 0.415
H -3.715 3.957 1.533 -0.011 0.005 -0.007 0.322
H -4.561 -0.369 -2.513 0.039 -0.020 -0.015 0.224
H -3.628 0.535 -4.587 0.037 -0.057 0.034 0.452
H -1.373 -0.145 -5.355 -0.047 -0.045 0.059 0.447
H -0.112 -1.860 -4.082 -0.108 0.035 0.061 0.593
H -1.090 -2.839 -2.041 0.060 -0.045 0.069 0.442
H -5.934 -2.075 -2.164 -0.028 -0.002 0.025 0.588
H -8.258 -1.291 -2.031 0.040 -0.008 0.064 0.416
H -9.171 -0.450 0.112 0.074 -0.016 -0.009 0.484
H -7.741 -0.407 2.131 0.035 -0.036 -0.075 0.445
H -5.419 -1.188 2.017 -0.012 -0.008 -0.005 0.471
C 0.575 3.476 1.170 0.128 0.015 0.100 -0.495
C 1.927 2.851 1.230 -0.052 -0.071 -0.022 0.466
N 2.262 1.677 0.725 0.281 -0.254 -0.028 -0.003
C 3.594 1.364 0.978 -0.131 -0.227 -0.173 -0.333
C 4.266 2.319 1.660 0.176 -0.008 0.053 -0.356
S 3.227 3.630 1.993 0.027 0.149 0.091 -0.149
C 3.683 -1.119 0.816 -0.213 0.311 -0.155 -0.188
C 4.433 -2.124 1.326 0.155 -0.020 0.060 -0.435
S 3.472 -3.515 1.525 0.047 -0.198 0.090 -0.117
C 2.105 -2.711 0.941 0.027 0.166 -0.035 0.529
N 2.354 -1.461 0.583 0.323 0.160 -0.009 0.033
C 0.785 -3.400 0.870 0.039 0.035 -0.022 -0.950
H -0.057 2.993 0.433 0.008 -0.008 -0.064 -0.564
H 0.650 4.532 0.907 0.008 -0.027 -0.031 0.615
H 0.083 3.409 2.143 0.035 -0.032 -0.008 0.402
H 5.303 2.327 1.966 -0.209 0.013 -0.054 0.520
H 5.480 -2.125 1.586 -0.108 0.019 -0.037 0.528
H 0.898 -4.479 0.976 0.026 0.075 -0.007 0.513
H 0.294 -3.204 -0.078 -0.083 0.044 -0.148 0.005
H 0.135 -3.049 1.669 -0.077 0.063 0.085 0.282
Se 3.188 0.377 -2.707 -0.034 -0.014 -0.021 0.141
N 4.143 0.169 0.430 -0.327 0.004 0.012 1.206
C 5.497 0.255 -0.026 -0.186 -0.039 -0.106 -1.002
C 6.547 0.234 0.856 0.276 -0.002 -0.001 0.374
C 7.870 0.317 0.392 -0.049 0.002 0.051 -0.821
C 8.150 0.425 -0.964 0.125 0.000 0.171 -0.764
C 7.106 0.451 -1.862 -0.111 -0.013 -0.098 -0.089
C 5.761 0.367 -1.423 -0.091 0.014 0.072 0.069
N 4.879 0.416 -2.444 0.110 0.010 -0.082 -0.618
H 6.349 0.153 1.920 0.044 -0.006 -0.060 0.733
H 8.685 0.298 1.109 -0.076 -0.001 -0.048 0.435
H 9.175 0.490 -1.311 -0.094 -0.010 0.039 0.426
H 7.278 0.536 -2.929 -0.051 -0.004 0.096 0.537

89
Properties=species:S:1:pos:R:3:forces:R:3:nbo_charge:R:1 method="wB97M-V/def2-TZVPD" multiplicity=6 homo_ev="-12.33 / -13.23" homo_lumo_gap_ev="7.263 / 5.583" s2=8.77 lumo_ha="-0.1862 / -0.2809" mol_weight_g_mol=981.15 charge=+2 fmax_ev_per_a=0.47
Pd -0.863 0.819 1.045 -0.016 0.051 0.435 0.677
C 5.587 -1.392 -2.260 0.008 -0.028 -0.024 -0.608
C 4.081 -1.575 -2.091 0.022 0.099 0.086 -0.081
C 3.598 -2.726 -2.991 -0.074 -0.004 0.002 -0.593
C 3.716 -1.899 -0.646 0.053 -0.110 0.037 -0.064
C 4.546 -2.536 0.272 -0.001 0.046 0.016 -0.148
C 4.107 -2.840 1.556 -0.047 0.041 -0.057 -0.210
C 2.829 -2.492 1.967 0.024 0.052 0.005 -0.171
C 1.976 -1.844 1.075 0.122 0.029 0.172 -0.444
P 0.270 -1.354 1.446 -0.038 0.001 0.018 0.998
C 0.168 -1.582 3.243 -0.088 0.056 -0.019 -0.409
C 0.874 -0.683 4.045 -0.003 0.049 -0.008 -0.152
C 0.778 -0.750 5.424 -0.022 -0.024 0.005 -0.214
C -0.028 -1.719 6.016 0.004 0.005 -0.029 -0.185
C -0.728 -2.616 5.224 -0.001 0.012 0.020 -0.210
C -0.639 -2.546 3.839 0.011 -0.045 0.025 -0.207
C -0.715 -2.673 0.687 0.032 -0.038 0.034 -0.410
C -0.324 -4.002 0.862 0.034 0.006 0.002 -0.186
C -1.075 -5.028 0.315 -0.052 0.021 -0.037 -0.199
C -2.216 -4.739 -0.424 0.034 0.032 0.019 -0.156
C -2.597 -3.421 -0.624 0.024 -0.039 0.008 -0.231
C -1.847 -2.393 -0.070 -0.062 0.232 -0.077 -0.131
C 2.441 -1.598 -0.205 -0.179 0.120 -0.086 0.375
O 1.525 -1.003 -1.041 -0.052 -0.188 -0.135 -0.522
C 2.049 -0.111 -1.936 -0.067 -0.059 0.145 0.391
C 1.265 0.997 -2.205 0.041 -0.021 -0.007 -0.440
C 1.774 1.972 -3.067 0.004 0.022 0.008 -0.172
C 3.017 1.793 -3.646 -0.029 -0.055 0.046 -0.212
C 3.777 0.666 -3.344 0.029 0.050 0.045 -0.141
C 3.318 -0.307 -2.467 -0.032 0.024 -0.125 -0.070
P -0.308 1.235 -1.338 0.076 -0.016 0.078 1.101
C -0.056 2.883 -0.657 0.033 0.084 0.039 -0.397
C -0.545 4.071 -1.191 -0.053 -0.017 0.079 -0.165
C -0.241 5.270 -0.565 0.060 -0.044 0.053 -0.203
C 0.489 5.286 0.622 -0.057 -0.014 -0.015 -0.179
C 0.950 4.104 1.180 -0.109 0.004 -0.078 -0.161
C 0.701 2.905 0.526 0.259 0.016 -0.139 -0.248
C -1.650 1.174 -2.528 -0.035 -0.147 -0.095 -0.447
C -1.459 1.424 -3.889 0.024 0.057 -0.014 -0.111
C -2.521 1.311 -4.771 -0.017 -0.003 0.040 -0.214
C -3.773 0.926 -4.311 0.017 -0.004 0.022 -0.158
C -3.965 0.643 -2.965 0.027 0.025 -0.037 -0.202
C -2.906 0.759 -2.081 -0.052 0.006 0.134 -0.178
H 6.115 -2.310 -2.004 0.004 -0.024 0.007 0.225
H 5.973 -0.585 -1.636 -0.006 0.019 0.013 0.225
H 5.835 -1.180 -3.298 0.001 -0.001 -0.022 0.223
H 4.113 -3.649 -2.726 0.019 -0.028 0.010 0.225
H 3.810 -2.499 -4.036 0.008 0.003 -0.026 0.224
H 2.525 -2.890 -2.886 -0.014 0.000 -0.003 0.214
H 5.553 -2.804 -0.012 0.031 -0.010 -0.005 0.233
H 4.772 -3.344 2.242 0.014 -0.012 0.018 0.237
H 2.505 -2.713 2.975 -0.008 -0.005 0.010 0.232
H 1.511 0.071 3.592 -0.004 0.004 -0.022 0.212
H 1.335 -0.057 6.039 0.008 0.018 0.011 0.234
H -0.094 -1.779 7.093 -0.003 -0.008 0.022 0.235
H -1.340 -3.382 5.682 -0.020 0.002 -0.007 0.236
H -1.194 -3.248 3.232 -0.018 -0.012 -0.012 0.236
H 0.571 -4.239 1.424 0.016 0.013 0.018 0.229
H -0.767 -6.055 0.459 0.006 -0.023 0.004 0.236
H -2.799 -5.542 -0.854 -0.014 -0.018 -0.014 0.234
H -3.471 -3.192 -1.217 -0.032 0.011 -0.022 0.228
H -2.136 -1.360 -0.258 0.058 -0.180 0.044 0.191
H 1.220 2.881 -3.264 -0.024 0.004 0.008 0.224
H 3.410 2.542 -4.316 0.011 0.013 -0.022 0.238
H 4.756 0.567 -3.790 0.018 -0.006 -0.016 0.234
H -1.138 4.056 -2.098 -0.003 -0.003 -0.028 0.227
H -0.574 6.202 -1.002 -0.015 0.037 -0.009 0.239
H 0.705 6.229 1.105 0.013 0.027 0.001 0.241
H 1.517 4.116 2.100 0.046 0.005 0.000 0.237
H 1.199 1.996 0.888 -0.058 0.050 -0.075 0.228
H -0.485 1.695 -4.271 0.009 -0.007 0.022 0.220
H -2.367 1.513 -5.821 0.003 0.003 -0.027 0.238
H -4.596 0.828 -5.005 -0.024 0.001 -0.022 0.237
H -4.932 0.318 -2.610 -0.035 -0.012 0.008 0.228
H -3.055 0.513 -1.034 0.025 0.047 -0.069 0.205
S -4.398 -2.459 4.125 0.048 -0.040 -0.042 -0.221
Sb -4.141 -0.642 5.628 -0.080 0.027 0.122 0.692
S -2.738 -0.355 2.379 0.010 -0.063 -0.357 -0.079
S -2.595 0.648 4.069 0.134 0.004 -0.075 -0.109
C -3.524 4.699 0.509 0.073 0.056 0.161 -0.817
S -3.353 2.923 0.679 0.412 -0.036 0.065 1.231
C -4.856 2.612 1.581 -0.039 -0.026 0.115 -0.817
O -2.193 2.690 1.656 -0.255 -0.156 -0.369 -1.015
H -4.183 5.104 1.272 0.004 0.028 0.054 0.248
H -3.905 4.916 -0.487 -0.038 0.003 -0.024 0.254
H -2.520 5.105 0.623 -0.054 -0.009 -0.035 0.266
H -5.687 2.913 0.945 -0.059 0.019 -0.004 0.256
H -4.842 3.193 2.502 -0.024 -0.010 0.037 0.249
H -4.924 1.548 1.798 0.005 0.008 -0.032 0.246